Record 1
ORCA calculation (ωB97M-V/def2-TZVPD) on 2 unconnected molecules or ions with the total composition C2H8O2 in a non-equilibrium geometry.

Structure (XYZ):
```
12
C2H8O2 (ωB97M-V/def2-TZVPD)
C 0.0259 -1.8213 1.2944
O 0.6006 -2.9019 0.5887
H -0.7274 -2.3624 1.8755
H -0.4678 -0.9834 0.8317
H 0.8454 -1.3087 1.8635
H 0.9244 -2.6474 -0.2803
C -0.3522 2.2784 -0.8657
O 0.3561 1.0812 -1.0620
H -1.4356 2.1902 -0.5814
H 0.0869 2.7586 0.0225
H -0.2408 2.9181 -1.7159
H 0.3846 0.7985 -1.9711
```

Summary:
HOMO-LUMO gap: 10.8 eV
structure (SMILES): CO.CO
total charge: 0
HOMO energy: -10.1 eV

Record 2
ORCA calculation (ωB97M-V/def2-TZVPD) on a molecular structure, C2H8O3 in a non-equilibrium geometry.

Structure (XYZ):
```
13
C2H8O3 (ωB97M-V/def2-TZVPD)
C 0.1028 -1.7992 -0.0052
O -1.2132 -0.9702 -0.5803
O 0.6697 -1.1518 0.9914
H 0.7559 0.0457 0.7856
H -1.8395 -0.9769 0.1532
H 0.6831 -1.8195 -0.9353
H -0.2990 -2.7804 0.2651
C 0.6731 1.5172 0.3432
O -0.2409 1.3352 -0.8834
H -0.8213 0.3145 -0.7861
H 0.1068 1.9452 1.1668
H 1.6044 1.9787 0.0439
H -0.1819 2.3617 -0.5589
```

Summary:
HOMO-LUMO gap: 8.8 eV
total charge: 0
HOMO energy: -8.2 eV

Record 3
ORCA calculation (ωB97M-V/def2-TZVPD) on 3 unconnected molecules or ions with the total composition C2H8O3 in a non-equilibrium geometry.

Structure (XYZ):
```
13
C2H8O3 (ωB97M-V/def2-TZVPD)
C -0.5063 1.5937 1.5971
C 0.3061 2.4224 0.9636
O 0.5220 2.2340 -0.3877
H -0.9441 1.8111 2.5598
H -0.7395 0.5911 1.2412
H 0.6619 3.3595 1.3866
H 0.8059 1.3316 -0.5568
O -0.1816 -0.4685 -1.4320
H -1.0135 -0.3378 -0.9760
H 0.0912 -1.3928 -1.4321
O 0.2102 -3.3578 -1.0870
H -0.1802 -3.9628 -0.4206
H 0.9678 -3.8237 -1.4561
```

Summary:
HOMO-LUMO gap: 9.3 eV
structure (SMILES): C=CO.O.O
total charge: 0
HOMO energy: -8.9 eV

Record 4
ORCA calculation (ωB97M-V/def2-TZVPD) on 3 unconnected molecules or ions with the total composition C2H8O3 in a non-equilibrium geometry.

Structure (XYZ):
```
13
C2H8O3 (ωB97M-V/def2-TZVPD)
C 2.8095 0.2520 1.4750
C 2.3236 0.7731 0.3416
O 1.2542 0.1162 -0.2712
H 2.0678 -0.0855 2.2117
H 3.8531 0.1625 1.7516
H 2.7561 1.5481 -0.2924
H 0.6820 0.7558 -0.7088
O -3.3267 0.9065 -0.0131
H -4.1381 0.4226 0.1650
H -2.6512 0.2223 0.0253
O -1.7366 -1.7330 -1.2712
H -1.9148 -2.3686 -0.5680
H -0.9767 -1.2845 -0.8684
```

Summary:
HOMO-LUMO gap: 9.6 eV
structure (SMILES): C=CO.O.O
total charge: 0
HOMO energy: -9.2 eV

Record 5
ORCA calculation (ωB97M-V/def2-TZVPD) on C2H8O3SSi in the gas phase in a non-equilibrium geometry.

Structure (XYZ):
```
15
C2H8O3SSi (ωB97M-V/def2-TZVPD)
C 2.9257 0.6117 -0.5655
O 1.5922 0.1588 -0.3738
Si -0.1731 1.1655 0.4027
S -1.9281 0.0240 -0.2481
C -1.6474 -1.6977 0.2034
O -2.7176 0.4748 0.8755
O -2.4086 0.0448 -1.6113
H 3.1766 0.8564 -1.6262
H 3.3682 -0.2853 -0.1464
H 3.1286 1.4783 0.0252
H -0.2557 2.6228 0.2200
H -0.1756 0.5308 1.7445
H -2.5171 -1.7664 0.8372
H -1.5766 -2.2847 -0.6576
H -0.7915 -1.9338 0.9203
```

Summary:
HOMO-LUMO gap: 9.7 eV
structure (SMILES): CO[SiH2]S(C)(=O)=O
total charge: 0
HOMO energy: -9.7 eV

Record 6
ORCA calculation (ωB97M-V/def2-TZVPD) on 2 unconnected molecules or ions with the total composition C2H8OP2S in a non-equilibrium geometry.

Structure (XYZ):
```
14
C2H8OP2S (ωB97M-V/def2-TZVPD)
C 1.1593 1.9521 -0.1274
C -0.1056 1.1361 -0.0414
O 0.4408 -1.5985 -1.6971
P -1.1060 -1.9410 0.6494
P 0.9447 -1.5823 -0.0613
S -1.0296 1.7472 1.3450
H 1.9887 1.5825 0.4103
H 0.9492 2.8453 0.3049
H 1.5163 2.0363 -1.1628
H -0.6851 0.8715 -0.9185
H -0.2340 -2.2030 -1.8488
H -0.7690 -2.4079 1.8838
H -1.0314 -3.3330 0.1579
H -2.0383 0.8948 1.1060
```

Summary:
HOMO-LUMO gap (spin up / spin down): 7.7 / 7.1 eV
total charge: 0
HOMO energy (spin up / spin down): -7.6 / -7.5 eV

Record 7
ORCA calculation (ωB97M-V/def2-TZVPD) on 2 unconnected molecules or ions with the total composition C2H8OS.

Structure (XYZ):
```
12
C2H8OS (ωB97M-V/def2-TZVPD)
C -0.8614 0.8872 2.1044
O 0.3580 0.1358 2.1808
H -0.9565 1.4562 3.0299
H -1.7047 0.2274 1.9316
H -0.7761 1.6301 1.3127
H 0.1999 -0.7632 1.8645
C 0.9781 -0.2223 -2.0560
S -0.6728 -0.9210 -2.4406
H 1.6808 -1.0145 -1.8418
H 0.9224 0.3417 -1.1254
H 1.2430 0.4091 -2.9109
H -0.4107 -2.1665 -2.0493
```

Summary:
HOMO-LUMO gap: 9.9 eV
structure (SMILES): CO.CS
total charge: 0
HOMO energy: -9.1 eV

Record 8
ORCA calculation (ωB97M-V/def2-TZVPD) on 2 unconnected molecules or ions with the total composition C2H8OS in a non-equilibrium geometry.

Structure (XYZ):
```
12
C2H8OS (ωB97M-V/def2-TZVPD)
C 0.2031 -1.1835 -0.2049
C -1.0328 -0.2290 -0.2320
S -1.6822 -0.3801 -1.8909
H -0.1281 -2.2354 -0.2286
H 0.7238 -1.0001 0.7500
H 0.9153 -1.0202 -1.0311
H -1.6226 -0.7323 0.5580
H -0.7139 0.7554 0.1616
H -0.5149 0.0496 -2.4156
O 1.2106 1.9222 1.1230
H 0.7865 2.5929 1.7049
H 1.8552 1.4604 1.7056
```

Summary:
HOMO-LUMO gap: 9.4 eV
structure (SMILES): CCS.O
total charge: 0
HOMO energy: -8.7 eV

Record 9
ORCA calculation (ωB97M-V/def2-TZVPD) on C2H8OSSi in the gas phase in a non-equilibrium geometry.

Structure (XYZ):
```
13
C2H8OSSi (ωB97M-V/def2-TZVPD)
C -1.4559 -0.0293 -0.8452
C -1.4488 -0.6871 0.4904
O -0.3717 -0.3859 1.2604
S 1.2189 -1.0673 0.5050
Si 2.4003 0.6935 0.3081
H -1.0225 -0.4636 -1.6677
H -2.4981 0.1682 -1.2440
H -1.0330 1.0574 -0.9212
H -1.5746 -1.7011 0.3478
H -2.4088 -0.4400 1.0107
H 1.5102 1.6144 -0.1579
H 3.2738 1.0219 1.4963
H 3.4101 0.2190 -0.5827
```

Summary:
HOMO-LUMO gap: 9.3 eV
structure (SMILES): CCOS[SiH3]
total charge: 0
HOMO energy: -9.4 eV

Record 10
ORCA calculation (ωB97M-V/def2-TZVPD) on 2 unconnected molecules or ions with the total composition C2H8S.

Structure (XYZ):
```
11
C2H8S (ωB97M-V/def2-TZVPD)
C 1.2762 2.0967 -0.6402
C 1.7362 0.7724 -0.0077
H 1.6130 2.9470 -0.0388
H 0.1935 2.1474 -0.6842
H 1.6847 2.2141 -1.6386
H 0.9798 -0.0060 -0.0594
H 2.6270 0.4013 -0.5088
H 2.0379 0.8959 1.0284
S -3.8020 -3.7426 0.3012
H -3.4661 -3.3161 1.5225
H -4.8802 -4.4102 0.7256
```

Summary:
HOMO-LUMO gap: 10.7 eV
structure (SMILES): CC.S
total charge: 0
HOMO energy: -9.8 eV

Record 11
ORCA calculation (ωB97M-V/def2-TZVPD) on 2 unconnected molecules or ions with the total composition C2H8S3.

Structure (XYZ):
```
13
C2H8S3 (ωB97M-V/def2-TZVPD)
C 0.4581 2.9129 1.9059
S 0.2507 1.1020 1.8601
S -0.6631 0.8889 0.0050
H 1.2052 3.2353 1.1716
H 0.8385 3.1922 2.9186
H -0.5070 3.4130 1.7527
H -1.8213 0.3968 0.4338
C 0.0599 -2.0904 -1.3871
S -0.6814 -3.2405 -2.6068
H 0.2810 -1.1383 -1.9129
H -0.6510 -1.9503 -0.5707
H 0.9930 -2.5086 -1.0066
H 0.2374 -4.2129 -2.5635
```

Summary:
HOMO-LUMO gap: 9.4 eV
structure (SMILES): CSS.CS
total charge: 0
HOMO energy: -8.9 eV

Record 12
ORCA calculation (ωB97M-V/def2-TZVPD) on 2 unconnected molecules or ions with the total composition C2H8S3 in a non-equilibrium geometry.

Structure (XYZ):
```
13
C2H8S3 (ωB97M-V/def2-TZVPD)
C 1.0939 -0.7389 -2.3827
S 1.2076 0.9597 -1.7157
C -0.4077 1.6959 -2.3605
H 0.0729 -0.9768 -2.6723
H 1.6072 -0.7772 -3.3456
H 1.6223 -1.3747 -1.6729
H -0.1818 2.7269 -2.0990
H -1.2774 1.3423 -1.7678
H -0.4263 1.5908 -3.4525
S -0.3395 -0.1323 2.9119
S -1.2258 -1.3445 1.3369
H 0.5839 0.2503 2.0201
H -0.9025 -0.3342 0.5111
```

Summary:
HOMO-LUMO gap: 8.8 eV
structure (SMILES): CSC.SS
total charge: 0
HOMO energy: -8.8 eV

Record 13
ORCA calculation (ωB97M-V/def2-TZVPD) on 2 unconnected molecules or ions with the total composition C2H8S3 in a non-equilibrium geometry.

Structure (XYZ):
```
13
C2H8S3 (ωB97M-V/def2-TZVPD)
C 0.5000 -1.6347 -1.0298
S 2.1977 -1.8011 -0.4522
S 2.4487 -0.1911 0.8714
H 0.2894 -0.6323 -1.4281
H 0.5240 -2.2399 -1.9359
H -0.3418 -1.8510 -0.3825
H 2.4539 0.7815 -0.0636
C -1.7728 1.0512 0.9765
S -0.8584 2.3493 -0.0169
H -1.9832 0.2468 0.2835
H -2.6756 1.5170 1.3486
H -1.0759 0.7200 1.7363
H 0.2939 1.6844 0.0929
```

Summary:
HOMO-LUMO gap: 9.5 eV
structure (SMILES): CSS.CS
total charge: 0
HOMO energy: -9.1 eV

Record 14
ORCA calculation (ωB97M-V/def2-TZVPD) on 2 unconnected molecules or ions with the total composition C2H8S3 in a non-equilibrium geometry.

Structure (XYZ):
```
13
C2H8S3 (ωB97M-V/def2-TZVPD)
C 1.1661 0.3271 -2.2210
S 2.3896 1.6358 -1.7534
S 2.2924 1.2340 0.4450
H 0.1931 0.4226 -1.8807
H 1.5250 -0.7796 -2.0581
H 0.8219 0.3290 -3.3301
H 1.4793 0.1072 0.2960
C -1.2083 -0.6131 2.0936
S -2.7334 -0.9624 0.7509
H -1.6515 -0.0052 2.9092
H -1.1456 -1.6255 2.5377
H -0.3446 -0.4054 1.5900
H -2.7840 0.3355 0.6207
```

Summary:
HOMO-LUMO gap: 8.5 eV
structure (SMILES): CSS.CS
total charge: 0
HOMO energy: -8.6 eV

Record 15
ORCA calculation (ωB97M-V/def2-TZVPD) on 2 unconnected molecules or ions with the total composition C2H8S3 in a non-equilibrium geometry.

Structure (XYZ):
```
13
C2H8S3 (ωB97M-V/def2-TZVPD)
C 0.9942 -1.9964 1.0600
S -0.7708 -1.3931 0.9953
C -0.7657 0.4256 1.3428
H 1.0958 -2.9466 1.6991
H 1.2924 -2.3561 0.0986
H 1.6875 -1.1716 1.3241
H -0.9049 1.0958 0.4617
H 0.2108 0.5290 1.8025
H -1.7090 0.7779 1.8369
S -0.7954 0.8726 -3.0633
S -0.1209 2.7174 -2.5076
H -1.4893 0.8446 -2.0167
H 1.2752 2.6009 -3.0334
```

Summary:
HOMO-LUMO gap: 8.8 eV
structure (SMILES): CSC.SS
total charge: 0
HOMO energy: -8.5 eV

Record 16
ORCA calculation (ωB97M-V/def2-TZVPD) on 2 unconnected molecules or ions with the total composition C2H8S4 in a non-equilibrium geometry.

Structure (XYZ):
```
14
C2H8S4 (ωB97M-V/def2-TZVPD)
C 1.2170 -1.2528 1.0742
S 2.2319 0.2443 0.8428
S 2.3472 0.1355 -1.3340
H 0.9328 -1.7036 0.1234
H 1.8770 -2.1244 1.5827
H 0.5092 -0.9746 1.8422
H 1.1401 0.6547 -1.4953
C -1.8923 -1.2373 -0.9684
S -2.1096 0.5751 -0.7939
S -2.0546 0.4404 1.2068
H -0.7740 -1.4529 -0.8902
H -2.4230 -1.8798 -0.1880
H -2.1575 -1.6101 -1.9533
H -1.6925 1.7067 1.5961
```

Summary:
HOMO-LUMO gap: 8.4 eV
structure (SMILES): CSS.CSS
total charge: 0
HOMO energy: -8.3 eV

Record 17
ORCA calculation (ωB97M-V/def2-TZVPD) on 2 unconnected molecules or ions with the total composition C2H8S4.

Structure (XYZ):
```
14
C2H8S4 (ωB97M-V/def2-TZVPD)
C -3.4885 -1.0992 -0.0527
S -2.1692 -0.5430 -1.1988
S -0.7180 -1.9359 -0.4938
H -4.2261 -0.3078 0.0751
H -3.0512 -1.3329 0.9063
H -4.0013 -1.9370 -0.5166
H 0.3320 -1.1293 -0.7520
C 2.1047 2.1643 0.4635
S 2.6130 0.5618 1.1417
S 3.1810 -0.4039 -0.6292
H 2.9615 2.7508 0.1567
H 1.5200 2.7611 1.1561
H 1.4684 1.9088 -0.3841
H 3.4738 -1.4580 0.1277
```

Summary:
HOMO-LUMO gap: 8.6 eV
structure (SMILES): CSS.CSS
total charge: 0
HOMO energy: -8.2 eV

Record 18
ORCA calculation (ωB97M-V/def2-TZVPD) on 2 unconnected molecules or ions with the total composition C2H8Si2 in a non-equilibrium geometry.

Structure (XYZ):
```
12
C2H8Si2 (ωB97M-V/def2-TZVPD)
C -1.0025 0.8976 -0.9462
C -0.7592 -0.3228 -0.5312
Si 0.6068 -1.4149 -0.8603
Si 0.9777 0.8230 2.2851
H -1.8569 1.3273 -0.5258
H -0.7640 1.2914 -1.9250
H -1.3858 -0.5351 0.2795
H 1.8530 -0.6270 -0.7876
H 0.4523 -2.3271 0.3606
H 0.7946 -2.5463 -1.7960
H 1.4892 2.2200 1.8674
H -0.4051 1.2140 2.5796
```

Summary:
HOMO-LUMO gap: 7.7 eV
total charge: 0
HOMO energy: -8.5 eV

Asked for ΔE to the lowest compared entry with this formula, charge and spin across the records above, the calculation gives 1.116, 4.956, 0.880, 1.582, 3.057, 2.835, 0.856, 0.518, 4.451, 0.091, 0.349, 0.819, 0.346, 1.879, 1.505, 1.116, 0.624, 2.862 eV in order.